Model P:
18
Properties=species:S:1:pos:R:3 method="wB97M-V/def2-TZVPD" charge=-1 homo_energy_ev=-3.4 lumo_ev=3.545
C 0.53722 -0.91113 -1.60422
O 0.11950 -0.14924 -2.78818
C -0.44573 -0.67811 -0.49027
C -0.65086 0.84876 -0.14589
C -0.70605 1.20184 1.35251
O -0.51853 0.13473 2.17679
H 0.59732 -1.98119 -1.84830
H 1.51293 -0.43202 -1.43864
H -0.46532 -0.57814 -3.41642
H -0.18518 -1.38022 0.31579
H -1.45184 -1.02686 -0.78731
H 0.26249 1.30440 -0.54912
H -1.53621 1.08432 -0.72301
H -1.72469 1.63121 1.45309
H -0.01019 2.06160 1.63298
H 2.09706 -0.08215 2.75179
H 0.75029 -0.35920 2.07064
O 1.81780 -0.68862 2.03777

---

Model Q:
18
Properties=species:S:1:pos:R:3 method="wB97M-V/def2-TZVPD" charge=-1 homo_energy_ev=-3.4 lumo_ev=3.504
C -2.26855 0.02743 0.61893
O -3.77542 0.43764 0.30369
C -1.23320 0.29798 -0.45892
C 0.04727 -0.50592 -0.29771
C 1.31728 -0.03551 -1.01750
O 2.44554 -0.73651 -0.77946
H -3.23696 -0.46254 -0.03750
H -2.07386 -0.99190 1.00526
H -2.13677 0.54178 1.55891
H -1.73569 0.23577 -1.44618
H -0.92569 1.37218 -0.51028
H -0.23597 -1.48451 -0.69854
H 0.25338 -0.61290 0.79541
H 1.05728 0.01543 -2.11149
H 1.42235 1.04873 -0.75012
H 3.45293 1.24935 1.21032
H 3.05118 -0.18117 0.51583
O 3.09661 0.38030 1.39178

---

Model R:
18
Properties=species:S:1:pos:R:3 method="wB97M-V/def2-TZVPD" charge=-1 homo_energy_ev=-2.7 lumo_ev=3.903
C 1.30243 -0.65725 0.50793
C 1.02927 0.76819 0.91441
C 0.33918 1.67063 -0.07647
O -0.76104 2.40190 0.51660
C -0.00349 -1.45403 0.36760
O -0.93436 -1.13238 1.31597
H 1.97345 -0.78278 -0.35715
H 1.89026 -1.20282 1.26077
H 1.85567 1.25580 1.43383
H 0.31493 0.61939 1.73508
H -0.17891 1.13466 -0.87544
H 1.00273 2.43868 -0.47241
H -1.15599 1.80179 1.17328
H -0.48223 -1.14801 -0.61764
H 0.13820 -2.54824 0.38145
H -0.34860 -0.64330 -3.16474
H -0.95674 -1.21074 -1.92517
O -0.82516 -1.43031 -2.87700

---

Quick one: least stable of them? model Q